(1)
ORCA calculation (ωB97M-V with the def2-TZVPD basis set) on C31H31N8O3S2W as an isolated structure.

For the strongest force on any atom, the calculation gives 4.1 eV/Å. The calculation puts the gap between HOMO and LUMO (spin up / spin down) at 6.30 / 6.29 eV. As for the total energy: -74206.5670 eV. The calculation puts the energy above the lowest of the compared OMol25 structures with the same formula, charge and spin at 102.0 kJ/mol. As for the highest occupied orbital energy (spin up / spin down): -0.333 / -0.333 Ha.

The geometry in ORCA input format:
```
! RIJCOSX wB97M-V def2-TZVPD def2/J DEFGRID3
* xyz 1 1
W -0.076 -0.978 -0.345
S 0.256 -2.431 1.717
S 1.417 1.435 -0.124
O 1.689 -1.446 -0.783
O 2.709 1.649 -0.694
O 1.315 0.332 0.857
N -0.737 -0.077 2.536
N 0.460 -1.309 4.096
N -0.247 -4.957 -1.703
N 0.253 1.030 -1.191
N -1.156 -0.074 1.245
N -2.116 -0.536 -0.993
N -0.511 -2.888 -1.044
N 0.010 -0.680 -2.628
C -1.698 -3.583 -0.851
C -2.691 0.514 -0.318
C 0.326 -1.401 -3.714
C -2.656 1.795 1.903
C 0.729 4.099 2.752
C -3.863 -0.352 -2.632
C -0.437 4.881 0.801
C 1.310 -1.024 -4.594
C 0.826 2.863 0.713
C -2.125 0.776 0.949
C 0.378 -3.771 -1.551
C 0.137 -0.544 5.304
C 1.769 -3.554 -1.838
C 4.509 -3.148 -2.243
C -0.031 -1.122 2.856
C 2.398 -2.371 -1.401
C -1.545 -4.853 -1.263
C 0.426 0.948 5.221
C 3.902 -4.326 -2.680
C 1.193 3.007 2.045
C 2.005 0.157 -4.348
C -4.423 0.749 -1.966
C 3.759 -2.174 -1.617
C 0.013 3.787 0.079
C 2.555 -4.521 -2.488
C 0.679 0.464 -2.400
C -3.829 1.177 -0.812
C -0.091 5.048 2.141
C 1.674 0.930 -3.253
C -0.624 6.211 2.928
C -2.732 -0.933 -2.132
H -2.041 1.806 2.797
H 4.489 -5.091 -3.169
H 1.466 1.120 4.939
H 2.094 -5.428 -2.862
H 0.252 1.404 6.196
H -0.911 -0.705 5.577
H -4.223 2.008 -0.245
H -1.407 5.873 3.609
H 1.005 4.212 3.793
H -2.288 -1.775 -2.644
H 2.798 0.469 -5.014
H 5.569 -2.993 -2.392
H -0.267 -2.295 -3.874
H -2.232 -5.680 -1.281
H 0.208 -5.796 -2.019
H 0.157 6.674 3.530
H -5.312 1.229 -2.350
H -2.552 -3.106 -0.404
H -0.214 1.426 4.488
H -4.314 -0.743 -3.533
H 0.817 -2.237 4.246
H -0.263 3.637 -0.957
H -2.631 2.783 1.442
H -1.052 6.967 2.271
H 4.197 -1.244 -1.279
H 0.753 -0.974 6.092
H 1.826 2.254 2.495
H -1.066 5.621 0.323
H -3.684 1.565 2.189
H 2.183 1.857 -3.047
H 1.531 -1.639 -5.454
*
```

Mulliken population analysis, charges in e, atoms 1 to 8: W 1.03; S -0.80; S 1.23; O 1.39; O -0.62; O -0.71; N -1.13; N -0.20

(2)
ORCA calculation (ωB97M-V with the def2-TZVPD basis set) on C31H32BEuN12 as an isolated structure.

For the strongest force on any atom, the calculation gives 3.9 eV/Å. As for the expectation value of S²: 15.780. The calculation puts the gap between HOMO and LUMO (spin up / spin down) at 6.71 / 4.40 eV. As for the total energy: -70528.9535 eV. As for the highest occupied orbital energy (spin up / spin down): -0.606 / -0.606 Ha.

The geometry in ORCA input format:
```
! RIJCOSX wB97M-V def2-TZVPD def2/J DEFGRID3
* xyz 3 8
Eu 0.561 0.227 0.280
N -1.157 -1.531 1.048
N -4.615 -1.583 -0.529
N -1.130 -0.356 -1.742
N -3.233 0.421 0.256
N 1.386 2.247 -1.393
N 3.148 0.983 0.481
N -2.018 1.045 0.534
N -2.411 -0.994 -1.738
N -2.490 -2.002 0.543
N 1.902 -1.764 -0.223
N -5.691 -0.820 -0.980
N 0.932 1.676 2.399
C -2.853 -1.050 -3.032
C 3.388 -3.915 -1.305
C 4.063 0.022 1.253
C 3.008 2.295 1.344
C 0.527 1.520 4.781
C 1.903 1.772 5.004
C 3.204 3.221 -2.574
C 3.043 -2.099 0.374
C -3.693 2.628 0.465
C -4.241 1.383 0.260
C 2.350 4.045 -3.279
C -6.107 -3.035 -1.510
C 2.753 1.986 3.872
C 1.449 -2.448 -1.343
C -0.820 -0.202 -3.033
C -4.895 -2.925 -0.856
C 2.709 2.318 -1.612
C 2.119 -3.629 -1.779
C -2.154 -2.908 2.596
C 3.563 1.250 -0.933
C 3.953 -3.112 -0.246
C -3.089 -2.715 1.579
C -0.973 -2.256 2.187
C 3.468 -1.334 1.596
C 0.107 1.500 3.466
C 0.967 4.106 -2.896
C -1.872 -0.569 -3.911
C 2.248 1.965 2.584
C 0.500 3.180 -1.956
C -6.547 -1.677 -1.593
C -2.313 2.395 0.641
B -3.229 -0.969 -0.359
H 3.497 0.285 -1.498
H 0.515 -2.050 -1.788
H -2.424 -3.358 3.507
H -0.062 -2.200 2.775
H 4.039 2.712 1.512
H 3.959 -4.708 -1.720
H 4.580 1.577 -1.027
H -3.844 -1.424 -3.207
H 3.836 2.242 3.990
H 4.951 -3.252 0.141
H -4.182 -3.704 -0.702
H -4.324 3.507 0.569
H -2.015 -0.335 -4.990
H 4.384 0.529 2.178
H -6.682 -3.897 -1.779
H -0.547 3.104 -1.621
H -1.549 3.075 0.910
H -7.350 -1.232 -2.145
H 4.287 3.195 -2.739
H -4.047 -3.145 1.375
H 5.068 -0.070 0.691
H -0.153 1.461 5.645
H 2.500 3.118 0.694
H 2.275 1.781 6.050
H -5.275 1.118 0.151
H -0.968 1.261 3.240
H 2.703 4.513 -4.211
H 4.289 -1.909 2.015
H 0.313 4.814 -3.325
H 1.652 -4.202 -2.563
H 0.148 0.211 -3.256
H 2.707 -1.316 2.404
*
```

Mulliken population analysis, charges in e, atoms 1 to 8: Eu 1.15; N 0.42; N 0.44; N 0.58; N -0.10; N 0.59; N 0.33; N 0.53

(3)
ORCA calculation (ωB97M-V with the def2-TZVPD basis set) on C31H32CeN8O2S3Si as an isolated structure.

For the strongest force on any atom, the calculation gives 2.0 eV/Å. As for the expectation value of S²: 0.751. The calculation puts the gap between HOMO and LUMO (spin up / spin down) at 5.52 / 5.50 eV. As for the total energy: -101999.3340 eV. The calculation puts the energy above the lowest of the compared OMol25 structures with the same formula, charge and spin at 0.0 kJ/mol. As for the highest occupied orbital energy (spin up / spin down): -0.158 / -0.157 Ha.

The geometry in ORCA input format:
```
! RIJCOSX wB97M-V def2-TZVPD def2/J DEFGRID3
* xyz -1 2
Ce 0.354 0.443 -0.012
S -1.045 2.565 1.531
S -2.617 0.019 -1.605
S 1.874 2.171 1.697
Si -1.251 -1.285 1.805
O 0.134 2.066 -1.625
O 2.282 0.447 -1.401
N 2.378 -1.086 1.383
N 5.196 -4.534 4.358
N 0.344 -1.628 -1.876
N 2.210 2.052 5.449
N 1.257 -1.986 -6.550
N -3.282 2.394 -0.575
N -4.636 0.753 -0.009
N -1.937 3.276 4.949
C 2.785 1.144 -2.302
C 4.111 0.666 -2.871
C 0.564 -1.416 -3.162
C 1.348 2.335 4.737
C 0.374 3.977 -2.954
C 0.246 -2.895 -1.458
C 2.878 3.133 -3.770
C 2.349 4.283 -4.285
C -0.341 -2.387 3.141
C 2.183 2.334 -2.836
C 3.764 -3.034 1.561
C -5.141 1.872 0.755
C 2.522 -0.905 2.699
C -0.939 2.964 4.466
C 3.258 -1.741 3.517
C -2.505 -0.420 3.026
C -2.385 -2.673 0.988
C -5.238 -0.541 0.081
C 1.081 4.707 -3.861
C 1.002 -2.174 -5.446
C 0.280 2.606 3.878
C 0.592 -3.775 -3.652
C -3.520 1.070 -0.680
C 3.887 -2.848 2.943
C 0.353 -3.987 -2.310
C 0.375 2.451 2.501
C 0.712 -2.449 -4.095
C -4.137 2.993 0.441
C 0.864 2.747 -2.412
C 4.616 -3.769 3.731
C 3.017 -2.127 0.839
H -1.855 -3.627 0.937
H -4.725 -1.200 -0.616
H -3.043 0.407 2.562
H -4.617 3.884 0.035
H 0.666 5.625 -4.261
H 4.249 -3.868 1.074
H 0.258 -4.986 -1.913
H 0.166 -1.753 3.870
H -5.166 1.628 1.822
H -6.296 -0.484 -0.187
H 0.631 -0.381 -3.483
H -1.057 -3.004 3.689
H 4.034 0.501 -3.947
H 4.378 -0.268 -2.380
H 0.063 -3.027 -0.397
H 4.899 1.398 -2.685
H -2.332 2.727 -0.674
H -1.967 0.005 3.875
H -3.544 3.269 1.314
H 3.328 -1.546 4.577
H -6.160 2.113 0.433
H -3.297 -2.847 1.566
H 2.903 4.876 -5.000
H -2.682 -2.413 -0.027
H -0.592 4.317 -2.613
H 0.682 -4.596 -4.351
H 3.872 2.835 -4.081
H -3.236 -1.124 3.434
H 0.410 -3.059 2.717
H -5.138 -0.940 1.095
H 2.030 -0.041 3.123
H 2.922 -2.228 -0.236
*
```

Mulliken population analysis, charges in e, atoms 1 to 8: Ce 0.00; S -0.44; S -0.41; S -0.35; Si 1.07; O 0.40; O 0.08; N 0.60

(4)
ORCA calculation (ωB97M-V with the def2-TZVPD basis set) on C31H32Cl3N2OP2PtSi as an isolated structure.

For the strongest force on any atom, the calculation gives 1.3 eV/Å. The calculation puts the gap between HOMO and LUMO at 7.12 eV. As for the total energy: -104962.5817 eV. The calculation puts the energy above the lowest of the compared OMol25 structures with the same formula, charge and spin at 206.7 kJ/mol. As for the highest occupied orbital energy: -0.399 Ha.

The geometry in ORCA input format:
```
! RIJCOSX wB97M-V def2-TZVPD def2/J DEFGRID3
* xyz 1 1
Pt 0.284 0.264 -1.296
Cl 1.031 -0.357 -4.462
Cl -1.900 -1.529 -3.516
Cl -1.557 1.667 -4.190
P -1.412 1.022 -0.098
P 1.690 0.088 2.024
Si -0.607 0.051 -3.332
O -0.161 -7.005 -1.611
N 0.698 -4.370 -1.428
N 0.161 -2.083 -0.661
C 3.237 0.236 4.269
C -1.553 2.823 -0.057
C -3.067 0.446 -0.513
C -3.771 -0.416 0.326
C -1.098 3.585 -1.128
C -2.405 4.822 0.993
C -5.070 -0.794 0.007
C -5.665 -0.319 -1.149
C 0.421 -3.162 -1.000
C 3.219 1.440 -2.123
C 2.215 0.677 0.379
C 2.505 2.345 -1.373
C -3.665 0.904 -1.682
C 3.439 0.129 -1.644
C -1.307 4.959 -1.144
C 4.081 2.858 3.934
C 0.148 1.067 2.309
C 4.456 2.145 5.069
C 2.954 -0.240 -0.415
C 1.996 1.951 -0.131
C -1.959 5.576 -0.087
C 1.270 -5.393 -0.534
C 0.160 -4.879 -2.702
C 0.250 -6.494 -0.355
C -1.097 0.492 1.604
C 3.279 2.261 2.976
C -0.794 -6.011 -2.402
C -2.209 3.451 1.005
C -4.957 0.523 -1.999
C 2.842 0.943 3.134
C 4.038 0.835 5.235
H 1.002 -5.238 -3.296
H -1.681 -5.630 -1.880
H -0.587 3.102 -1.950
H -2.579 2.877 1.846
H 3.007 2.829 2.092
H 5.078 2.615 5.820
H 4.336 0.276 6.112
H -5.411 0.883 -2.912
H 2.341 3.354 -1.727
H -6.681 -0.600 -1.391
H 0.271 2.134 2.105
H 1.469 2.683 0.471
H -1.031 -0.600 1.589
H 1.539 -4.931 0.414
H -2.006 0.762 2.147
H 2.920 -0.792 4.399
H 3.612 1.730 -3.089
H 3.991 -0.578 -2.249
H -2.909 5.300 1.822
H -5.612 -1.460 0.665
H 3.132 -1.237 -0.031
H -0.958 5.542 -1.987
H 2.172 -5.784 -1.008
H -3.132 1.562 -2.344
H -0.619 -6.117 0.197
H -1.112 -6.492 -3.325
H 0.003 0.979 3.388
H -2.125 6.645 -0.104
H -0.331 -4.063 -3.235
H 0.685 -7.324 0.200
H -3.317 -0.813 1.224
H 4.414 3.879 3.801
*
```

Mulliken population analysis, charges in e, atoms 1 to 8: Pt 2.90; Cl -0.26; Cl -0.25; Cl -0.25; P -0.38; P -0.11; Si 0.38; O -0.37